a:
{
  "formula": "C3H11NO",
  "method": "ωB97M-V/def2-TZVPD",
  "symbols": ["C", "C", "O", "C", "H", "H", "H", "H", "H", "H", "H", "H", "N", "H", "H", "H"],
  "coordinates": [[0.134, 2.546, 1.094], [1.181, 1.435, 0.771], [0.990, 0.933, -0.714], [0.022, 0.002, -1.293], [0.508, 3.216, 2.044], [-0.882, 2.016, 0.954], [-0.024, 3.374, 0.386], [2.230, 1.842, 0.824], [1.034, 0.538, 1.417], [0.322, -1.005, -1.120], [-1.040, 0.240, -0.794], [-0.044, 0.124, -2.417], [-1.017, -3.574, -0.107], [-2.003, -3.839, 0.044], [-1.016, -3.447, -1.110], [-0.396, -4.400, 0.019]],
  "homo_ev": -9.30,
  "smiles": "CCOC.N",
  "total_charge": 0,
  "homo_lumo_gap_ev": 10.3
}



b:
{
  "formula": "C3H11NO",
  "method": "ωB97M-V/def2-TZVPD",
  "symbols": ["C", "N", "C", "C", "H", "H", "H", "H", "H", "H", "H", "H", "H", "O", "H", "H"],
  "coordinates": [[-0.021, -0.248, -1.358], [0.473, -0.324, 0.034], [-0.244, -1.387, 0.767], [1.920, -0.453, -0.062], [-1.076, 0.053, -1.292], [0.067, -1.239, -1.830], [0.411, 0.621, -1.863], [-1.279, -1.383, 0.459], [0.218, -2.339, 0.426], [0.021, -1.263, 1.818], [2.445, -1.051, 0.705], [2.370, 0.516, 0.189], [2.230, -1.055, -0.921], [-1.848, 2.309, 0.686], [-2.385, 1.760, 0.073], [-0.972, 1.971, 0.451]],
  "homo_ev": -8.80,
  "smiles": "CN(C)C.O",
  "total_charge": 0,
  "homo_lumo_gap_ev": 9.7
}



Structures ranked by computed energy, the most stable listed first: b, a.